P) {"formula": "C2H2O4P", "method": "wB97M-V/def2-TZVPD", "elements": ["C", "C", "O", "O", "O", "O", "P", "H", "H"], "coordinates": [[0.06, -2.66, 0.63], [0.39, -1.48, -0.32], [-0.27, -3.74, 0.19], [0.32, -2.19, 1.75], [0.23, -1.35, -1.53], [0.68, 1.04, -0.45], [0.72, -0.02, 0.81], [0.26, 0.75, -1.27], [-0.60, 0.02, 0.99]], "lowdin_charge": [-0.77, -0.45, 0.01, -0.13, 0.00, -0.47, 0.87, 0.02, -0.07], "total_charge": -1, "smiles": "O=C([O-])C(=O)PO", "lumo_energy_ev": 4.0}

=====

Q) {"formula": "C2H2O4P", "method": "wB97M-V/def2-TZVPD", "elements": ["C", "C", "O", "O", "O", "O", "P", "H", "H"], "coordinates": [[-0.18, -0.13, -1.28], [1.20, 0.02, 0.22], [-0.70, 0.17, -2.34], [1.22, -0.11, -1.13], [2.09, 0.67, 0.70], [-1.08, -1.63, 1.02], [-0.66, -0.30, 0.62], [-1.56, 0.70, 0.40], [-0.33, 0.60, 1.80]], "lowdin_charge": [-0.47, -0.56, 0.01, 0.02, 0.02, -0.42, 0.45, -0.04, -0.02], "total_charge": -1, "lumo_energy_ev": 4.0}

=====

The calculated energies rank the structures as follows, beginning with the most stable: P), Q).

=====

P) {"formula": "C18H24FN3O3", "method": "wB97M-V/def2-TZVPD", "elements": ["O", "O", "F", "O", "C", "C", "C", "C", "C", "C", "C", "C", "N", "N", "N", "C", "C", "C", "C", "C", "C", "C", "C", "C", "C", "H", "H", "H", "H", "H", "H", "H", "H", "H", "H", "H", "H", "H", "H", "H", "H", "H", "H", "H", "H", "H", "H", "H", "H"], "coordinates": [[0.82, 0.25, -3.30], [2.81, -2.29, 0.33], [0.60, -6.66, -1.51], [-0.45, -1.63, -3.59], [0.60, -0.97, -3.13], [2.45, -1.28, -0.22], [-0.85, -5.28, -2.87], [-1.16, -4.03, -3.43], [1.22, -4.35, -1.95], [0.33, -5.44, -2.08], [-0.34, -2.94, -3.17], [0.86, -3.09, -2.43], [1.39, -1.80, -2.38], [1.90, -0.23, 0.50], [-1.24, 2.25, 1.80], [2.59, -1.32, -1.73], [-0.93, 4.55, 2.55], [-3.29, 2.59, 0.46], [-1.48, 3.20, 2.92], [-2.42, 1.56, 1.17], [1.56, -0.35, 1.93], [1.82, 1.13, -0.05], [0.17, 0.23, 2.24], [0.53, 1.81, 0.23], [0.12, 1.68, 1.69], [-1.54, -6.08, -3.03], [-2.11, -3.86, -3.97], [2.13, -4.49, -1.35], [3.38, -2.05, -1.96], [2.91, -0.36, -2.13], [-1.23, 5.31, 3.25], [-1.26, 4.79, 1.59], [0.17, 4.51, 2.51], [-2.71, 3.12, -0.32], [-3.61, 3.36, 1.19], [-4.19, 2.12, 0.03], [-1.02, 2.86, 3.84], [-2.55, 3.31, 3.09], [-2.97, 1.07, 1.96], [-2.08, 0.78, 0.41], [2.33, 0.25, 2.45], [1.58, -1.39, 2.30], [2.70, 1.68, 0.35], [1.93, 1.16, -1.13], [-0.56, -0.42, 1.72], [-0.06, 0.20, 3.32], [-0.25, 1.40, -0.38], [0.57, 2.88, -0.02], [0.83, 2.27, 2.29]], "lowdin_charge": [0.07, 0.07, 0.04, 0.18, -0.48, -0.41, -0.01, 0.00, 0.08, -0.22, -0.16, -0.10, 0.07, -0.03, -0.16, -0.03, -0.09, -0.10, -0.24, -0.23, -0.13, -0.15, -0.11, -0.14, -0.31, 0.10, 0.13, 0.13, 0.14, 0.13, 0.07, 0.05, 0.08, 0.08, 0.06, 0.08, 0.10, 0.10, 0.10, 0.12, 0.13, 0.12, 0.14, 0.10, 0.12, 0.12, 0.10, 0.13, 0.15], "smiles": "CCN(CC)C1CCN(C(=O)Cn2c(=O)oc3ccc(F)cc32)CC1", "lumo_energy_ev": 0.7}

=====

Q) {"formula": "C18H24FN3O3", "method": "wB97M-V/def2-TZVPD", "elements": ["C", "H", "H", "H", "C", "N", "C", "C", "C", "O", "O", "C", "H", "H", "H", "C", "N", "C", "N", "C", "H", "C", "O", "C", "H", "H", "H", "H", "H", "H", "H", "C", "C", "C", "C", "C", "C", "H", "H", "H", "F", "H", "H", "C", "H", "H", "H", "H", "H"], "coordinates": [[-3.59, -2.32, -0.09], [-4.52, -2.52, 0.45], [-3.16, -3.26, -0.42], [-3.82, -1.72, -0.97], [-2.63, -1.55, 0.81], [-1.37, -1.26, 0.14], [-0.26, -2.05, 0.29], [0.93, -1.69, -0.26], [2.18, -2.43, -0.10], [2.35, -3.48, 0.50], [3.20, -1.81, -0.72], [4.47, -2.43, -0.59], [4.46, -3.41, -1.07], [4.73, -2.56, 0.46], [5.18, -1.77, -1.08], [1.04, -0.41, -1.05], [-0.27, -0.01, -1.49], [-1.38, -0.16, -0.71], [-2.45, 0.53, -0.76], [-2.56, 1.73, -1.54], [-3.60, 2.04, -1.45], [-1.64, 2.88, -1.04], [-1.38, 2.85, 0.34], [-2.53, 3.02, 1.14], [-3.22, 2.18, 1.03], [-3.06, 3.95, 0.88], [-2.17, 3.08, 2.16], [-2.09, 3.84, -1.34], [-0.64, 2.82, -1.50], [-2.36, 1.56, -2.61], [-0.28, 0.82, -2.06], [1.70, 0.69, -0.23], [2.81, 1.36, -0.71], [3.36, 2.38, 0.04], [2.83, 2.77, 1.25], [1.72, 2.10, 1.73], [1.16, 1.07, 1.00], [0.28, 0.56, 1.38], [1.28, 2.38, 2.67], [3.29, 3.57, 1.80], [4.45, 3.02, -0.44], [3.25, 1.09, -1.66], [1.65, -0.59, -1.94], [-0.43, -3.30, 1.09], [0.45, -3.93, 0.97], [-1.30, -3.86, 0.77], [-0.53, -3.07, 2.15], [-2.44, -2.09, 1.73], [-3.08, -0.58, 1.05]], "lowdin_charge": [-0.06, 0.07, 0.07, 0.07, -0.20, 0.02, -0.16, -0.04, -0.44, 0.08, -0.06, -0.05, 0.10, 0.10, 0.09, -0.21, 0.16, -0.36, 0.07, -0.20, 0.11, -0.22, -0.20, -0.10, 0.08, 0.09, 0.09, 0.12, 0.11, 0.11, 0.13, -0.16, 0.04, -0.27, -0.01, -0.06, -0.03, 0.12, 0.11, 0.12, 0.05, 0.13, 0.15, 0.01, 0.07, 0.08, 0.10, 0.11, 0.11], "smiles": "CCN1C(C)=C(C(=O)OC)[C@H](c2cccc(F)c2)N/C1=N\\CCOC", "lumo_energy_ev": 0.7}

=====

The calculated energies rank the structures as follows, beginning with the most stable: P), Q).

=====

P) {"formula": "C2H2INO2", "method": "wB97M-V/def2-TZVPD", "elements": ["C", "C", "N", "O", "O", "I", "H", "H"], "coordinates": [[0.07, -0.55, 0.25], [-1.16, 0.44, -0.11], [1.44, 0.03, 0.07], [1.59, 1.19, 0.00], [2.26, -0.86, -0.18], [-3.14, -0.14, 0.03], [-0.17, -1.65, 0.22], [-0.89, 1.54, -0.28]], "lowdin_charge": [-0.04, -0.61, -0.46, 0.09, 0.04, 0.83, 0.10, 0.04], "smiles": "O=[N+]([O-])/C=C/I", "lumo_energy_ev": [-1.3, -1.3]}

=====

Q) {"formula": "C2H2INO2", "method": "wB97M-V/def2-TZVPD", "elements": ["C", "C", "N", "O", "O", "I", "H", "H"], "coordinates": [[1.79, 0.60, 0.61], [1.11, -0.34, 0.29], [0.33, -1.44, -0.06], [-0.66, -1.65, 0.59], [0.74, -2.09, -1.00], [-2.76, 1.18, -0.12], [-2.93, 2.33, -1.19], [2.38, 1.42, 0.88]], "lowdin_charge": [0.20, -0.05, -0.43, 0.06, 0.11, 0.44, -0.38, 0.04], "smiles": "C#C[N+](=O)[O-].I", "lumo_energy_ev": -0.9}

=====

The calculated energies rank the structures as follows, beginning with the most stable: P), Q).